ORCA calculation (the ωB97M-V functional and the def2-TZVPD basis) on a molecular structure, C44H30N8O2Se2V.

Each line ends with the Löwdin spin population.
Positions of all 87 atoms, in Å:
V 0.16620 0.06580 -0.31170  2.498
O -4.19060 4.86260 2.40340  0.001
C -4.51540 3.86140 1.77570  0.002
O -5.58250 3.45490 1.32760  0.002
C -3.29940 2.90250 1.44310  0.018
C -2.00780 3.19830 1.82740  -0.001
C -0.96520 2.32580 1.50630  0.020
N -1.13410 1.27910 0.67650  0.009
C -2.40390 0.99730 0.29980  0.018
C -3.50060 1.74440 0.72060  0.000
C -2.62000 -0.16520 -0.55100  0.021
C -3.86790 -0.43540 -1.12670  0.000
C -4.05100 -1.58910 -1.85810  0.016
C -2.98600 -2.47730 -1.96090  0.000
C -1.78060 -2.12550 -1.38360  0.016
N -1.56820 -0.98300 -0.72670  0.013
C 0.33860 2.62880 2.12040  0.001
C 0.37020 3.19810 3.39980  0.002
C 1.58640 3.53980 3.95420  0.000
C 2.74360 3.29460 3.23090  0.003
C 2.61400 2.71210 1.97930  0.001
N 1.45250 2.39180 1.43680  0.008
H -1.83580 4.11240 2.37230  0.000
H -4.51920 1.48670 0.47860  0.000
H -4.68780 0.25290 -1.00730  0.000
H -5.00250 -1.80170 -2.31740  0.001
H -3.08830 -3.40990 -2.49380  0.000
H -0.94900 -2.81310 -1.45870  0.001
H -0.54730 3.36890 3.94100  0.000
H 1.62560 3.99510 4.93250  0.000
H 3.71760 3.54170 3.62310  0.000
H 3.48930 2.49530 1.37810  0.000
C 3.33990 2.36540 -2.08050  -0.004
C 2.06130 2.08120 -1.58800  0.058
N 1.81810 1.11010 -0.72410  -0.003
C 2.87910 0.43690 -0.22370  0.014
C 4.20350 0.62050 -0.68360  0.001
C 4.40880 1.60370 -1.67630  0.054
C 5.22780 -0.15260 -0.10460  0.028
C 4.93620 -1.01510 0.92600  -0.004
C 3.64500 -1.14350 1.43690  0.029
C 2.58930 -0.42860 0.86710  -0.001
N 1.26910 -0.46110 1.21160  0.001
C 0.88360 -0.60040 2.50850  0.005
C 1.66130 -0.19250 3.59250  0.002
C 1.16620 -0.19290 4.89510  0.001
C -0.11560 -0.59950 5.17010  0.003
C -0.93150 -1.06840 4.12620  0.001
C -2.25340 -1.51180 4.32940  0.001
C -2.97080 -2.00370 3.27460  0.001
C -2.35110 -2.07180 2.01980  0.002
N -1.14140 -1.62970 1.78460  0.018
C -0.42930 -1.10400 2.79630  0.004
H 3.46880 3.17210 -2.78520  -0.002
H 1.21510 2.66990 -1.90940  0.003
H 5.40090 1.75040 -2.07780  0.003
H 6.23280 -0.05150 -0.48770  0.002
H 5.73060 -1.60290 1.36300  -0.001
H 3.46040 -1.82290 2.25640  0.001
H 2.66090 0.17800 3.41230  0.000
H 1.80470 0.15550 5.69580  0.000
H -0.51230 -0.57410 6.17370  0.000
H -2.67550 -1.45060 5.32180  0.000
H -3.98600 -2.34110 3.39820  0.000
H -2.87910 -2.50880 1.18010  0.001
Se 1.02050 0.21470 -3.75430  0.011
Se -1.21850 -0.14460 -4.05460  0.008
C -1.88660 1.42070 -3.15560  0.001
C -3.12160 1.93950 -3.52520  0.000
C -3.54850 3.09630 -2.89730  0.000
C -2.70800 3.70880 -1.97470  0.000
C -1.48430 3.12060 -1.70780  0.001
N -1.08970 1.97770 -2.26260  0.004
C 1.51010 -1.27320 -2.62070  0.033
C 2.29260 -2.25770 -3.20680  -0.003
C 2.60310 -3.39780 -2.48790  0.033
C 2.03950 -3.52350 -1.21810  -0.004
C 1.27300 -2.50070 -0.71220  0.035
N 1.04430 -1.34240 -1.36640  0.013
H -3.70350 1.45110 -4.29560  0.000
H -4.50640 3.53100 -3.14030  0.000
H -2.98830 4.62960 -1.48770  0.000
H -0.77880 3.58950 -1.03340  0.000
H 2.62350 -2.12390 -4.22550  -0.001
H 3.20690 -4.18280 -2.91540  0.002
H 2.18020 -4.42400 -0.64420  -0.001
H 0.78300 -2.59310 0.24980  0.003

Properties
Kohn-Sham gap (spin up / spin down) = 5.3 / 6.1 eV
ΔE to the lowest compared entry with this formula, charge and spin = 204.4 kJ/mol
<S²> = 3.78
2S+1 = 4
Charge = 0
HOMO level (spin up / spin down) = -5.999 / -6.918 eV